Formula: C37H43AsN5O6ReS4
Source: the OMol25 dataset
Level of theory: ωB97M-V/def2-TZVPD

Structure (XYZ):
```
97
Properties=species:S:1:pos:R:3
Re -1.4491 1.0458 -0.3751
S -4.7093 5.1500 -1.7480
As -3.6960 4.2008 -0.1788
S -1.8207 3.2283 -1.0550
S -4.8543 2.8844 1.0180
S -2.8155 5.8469 1.0584
C 4.2025 -2.0414 -1.2999
C 3.1218 -2.1732 -0.2428
C 3.3949 -3.3249 0.7116
O 1.8750 -2.3568 -0.8943
C 0.9765 -1.2982 -0.5864
C 1.6975 -0.4499 0.4589
O 3.0160 -0.9746 0.5078
C 1.7228 1.0609 0.1570
O 0.4038 1.5438 0.1705
C 2.4459 1.3666 -1.1644
C 3.8382 1.3016 -1.2354
C 4.5027 1.5970 -2.4140
C 3.7874 1.9693 -3.5457
C 2.4072 2.0604 -3.4771
C 1.7428 1.7707 -2.2906
C 2.4787 1.8215 1.2635
C 2.9723 1.2333 2.4209
C 3.6330 1.9986 3.3788
C 3.8194 3.3563 3.1860
C 3.3438 3.9514 2.0217
C 2.6804 3.1894 1.0771
C -0.3708 -1.8657 -0.0996
O -1.1673 -0.8046 0.3706
C -1.1098 -2.5953 -1.2269
C -0.6134 -2.7386 -2.5144
C -1.3600 -3.3915 -3.4895
C -2.6074 -3.9114 -3.1904
C -3.1072 -3.7845 -1.8993
C -2.3592 -3.1386 -0.9316
C -0.1434 -2.8487 1.0553
C 0.1563 -4.1868 0.8101
C 0.3656 -5.0724 1.8549
C 0.2866 -4.6357 3.1708
C -0.0125 -3.3066 3.4285
C -0.2336 -2.4250 2.3769
H 4.2783 -2.9816 -1.8473
H 5.1636 -1.8203 -0.8341
H 3.9496 -1.2443 -1.9961
H 3.3055 -4.2744 0.1828
H 2.6790 -3.3095 1.5324
H 4.4037 -3.2331 1.1158
H 0.7813 -0.7075 -1.4846
H 1.2231 -0.5599 1.4380
H 4.4038 1.0207 -0.3564
H 5.5837 1.5367 -2.4490
H 4.3065 2.2009 -4.4674
H 1.8354 2.3589 -4.3462
H 0.6717 1.8751 -2.2431
H 2.8656 0.1710 2.5833
H 4.0100 1.5224 4.2755
H 4.3354 3.9486 3.9311
H 3.4885 5.0115 1.8537
H 2.3147 3.6512 0.1670
H 0.3545 -2.3373 -2.7782
H -0.9635 -3.4725 -4.4933
H -3.1894 -4.4089 -3.9561
H -4.0786 -4.1916 -1.6468
H -2.7379 -3.0611 0.0795
H 0.2251 -4.5343 -0.2123
H 0.5949 -6.1090 1.6406
H 0.4494 -5.3276 3.9876
H -0.0825 -2.9525 4.4495
H -0.4873 -1.3936 2.5829
N -0.1264 3.6770 2.1292
C -0.5041 2.6547 3.0920
C -1.9233 2.1800 2.8762
N -2.1184 1.2559 1.7337
H 0.7498 4.1000 2.4105
H -1.7928 5.1044 1.5507
H 0.0489 3.2393 1.2253
H -0.4771 3.1030 4.0885
H 0.1834 1.7938 3.0972
H -2.5869 3.0310 2.7274
H -2.2544 1.6537 3.7769
H -3.1329 1.2496 1.5706
H -1.8296 0.3203 2.0195
C -4.3462 1.7263 -2.7213
C -4.4050 0.7849 -1.5787
N -3.4605 0.4054 -0.7252
C -4.0432 -0.5081 0.1437
C -5.3412 -0.6700 -0.1840
N -5.5409 0.1351 -1.2811
H -3.3372 2.0795 -2.8911
H -4.9745 2.5978 -2.5178
H -4.6949 1.2192 -3.6224
H -3.4653 -0.9749 0.9175
H -6.1206 -1.2666 0.2509
H -6.4153 0.3030 -1.7483
O -1.3599 -0.2700 -4.2364
N -1.8732 0.0515 -3.2011
O -0.9839 0.3936 -2.2494
```

Properties
Charge: -1
Multiplicity: 2
Orbital gap (alpha / beta) in eV: 6.30 / 6.67
Energy in eV: -165116.3074
HOMO level (alpha / beta) in eV: -4.872 / -4.785